Record 1
{"formula": "CFN4S", "method": "ωB97M-V/def2-TZVPD", "mol_weight_g_mol": 119.10, "e_above_lowest_kcal_mol": 33.36, "charge": -1, "homo_ha": -0.1622, "e_tot_ev": -20548.42669, "orbital_gap_ev": 8.11, "symbols": ["C", "N", "N", "N", "N", "F", "S"], "coordinates": [[0.597, 0.303, -1.067], [-0.055, -0.523, 0.842], [1.647, 0.762, -1.238], [-0.114, -0.399, 2.012], [0.255, -0.401, 3.093], [-1.338, 0.396, -2.663], [-0.992, -0.137, -0.978]], "mulliken_charge": [0.431, -0.518, -0.488, 0.634, -0.717, -0.460, 0.119]}

=====

Record 2
{"formula": "C5H8LiO3Zn", "method": "ωB97M-V/def2-TZVPD", "mol_weight_g_mol": 188.45, "e_above_lowest_kcal_mol": 26.29, "charge": 2, "spin_multiplicity": 2, "homo_ha": [-0.6229, -0.6839], "e_tot_ev": -60060.78806, "orbital_gap_ev": [6.61, 8.40], "symbols": ["C", "C", "H", "H", "H", "Zn", "O", "Li", "O", "C", "O", "C", "C", "H", "H", "H", "H", "H"], "coordinates": [[0.921, 1.050, -2.389], [1.032, 2.447, -2.129], [1.860, 0.532, -2.636], [0.061, 0.721, -2.996], [1.503, 3.146, -2.828], [1.039, 2.678, -0.097], [-0.312, -1.194, 0.520], [0.233, -3.466, -0.720], [0.837, -1.764, -1.224], [0.474, -0.846, -0.487], [0.629, 0.415, -0.696], [-0.683, -0.226, 1.527], [-1.489, -0.933, 2.587], [0.243, 0.182, 1.953], [-1.276, 0.553, 1.030], [-0.886, -1.697, 3.093], [-1.806, -0.191, 3.333], [-2.379, -1.409, 2.156]], "lowdin_spin": [0.143, 0.728, 0.029, 0.024, 0.036, 0.042, 0.000, 0.000, 0.000, 0.000, -0.001, 0.000, 0.000, 0.000, 0.000, 0.000, 0.000, 0.000]}

=====

Record 3
{"formula": "C4H12N3", "method": "ωB97M-V/def2-TZVPD", "mol_weight_g_mol": 102.16, "e_above_lowest_kcal_mol": 40.85, "charge": 1, "homo_ha": -0.5048, "e_tot_ev": -8805.96289, "orbital_gap_ev": 10.98, "symbols": ["C", "C", "N", "C", "H", "H", "H", "H", "H", "H", "H", "N", "C", "N", "H", "H", "H", "H", "H"], "coordinates": [[2.292, 1.069, 1.103], [1.752, 0.872, -0.089], [0.902, -0.307, -0.299], [1.004, -0.823, -1.693], [2.260, 0.340, 1.900], [2.800, 2.002, 1.301], [1.780, 1.520, -0.950], [1.198, -1.018, 0.368], [0.310, -1.650, -1.826], [0.763, -0.012, -2.373], [2.010, -1.195, -1.871], [-1.533, 0.494, -0.267], [-2.515, 0.105, 0.467], [-2.432, -0.677, 1.567], [-0.278, -0.006, -0.123], [-1.732, 1.315, -0.823], [-3.521, 0.417, 0.189], [-3.332, -1.039, 1.848], [-1.728, -1.408, 1.568]], "mulliken_charge": [-0.764, 0.031, -0.183, -1.002, 0.219, 0.265, 0.312, 0.357, 0.335, 0.379, 0.400, -0.470, 0.015, -0.413, 0.465, 0.194, 0.335, 0.293, 0.231]}

=====

Record 4
{"formula": "HO3S3", "method": "ωB97M-V/def2-TZVPD", "mol_weight_g_mol": 145.21, "e_above_lowest_kcal_mol": 17.67, "charge": -1, "homo_ha": -0.1348, "e_tot_ev": -38665.75137, "orbital_gap_ev": 7.29, "symbols": ["O", "O", "O", "S", "S", "S", "H"], "coordinates": [[1.040, 0.318, -1.327], [0.095, -1.205, 2.111], [0.315, 1.146, 1.440], [0.018, -0.871, -0.802], [-1.551, -0.372, -1.800], [-0.506, -0.095, 1.386], [0.589, 1.079, -1.007]], "mulliken_charge": [-0.447, -0.550, -0.569, 0.122, -0.493, 0.606, 0.332]}

=====

Record 5
{"formula": "C16H14CoI2O4STi", "method": "ωB97M-V/def2-TZVPD", "mol_weight_g_mol": 662.96, "charge": 4, "spin_multiplicity": 6, "homo_ha": [-0.7873, -0.7976], "e_tot_ev": -112737.48315, "orbital_gap_ev": [6.36, 5.27], "symbols": ["I", "I", "Co", "Ti", "S", "C", "C", "C", "C", "C", "C", "C", "C", "O", "O", "O", "O", "H", "H", "H", "H", "H", "H", "H", "H", "H", "C", "C", "C", "C", "C", "C", "C", "C", "H", "H", "H", "H", "H"], "coordinates": [[1.629, -3.312, 0.009], [1.485, 3.457, -0.028], [0.123, 1.372, -0.004], [0.112, -1.212, 0.205], [1.164, 0.098, -1.360], [-1.499, -1.772, -1.028], [-1.448, -2.169, 1.636], [0.682, 0.033, -3.448], [1.558, 1.118, -4.050], [-0.801, 0.292, -3.641], [1.100, -1.373, -3.844], [-0.618, 2.074, 1.418], [-1.292, 1.820, -0.877], [-1.974, -2.711, 2.508], [-2.246, -2.285, -1.750], [-1.194, 2.463, 2.340], [-2.182, 2.325, -1.439], [1.372, 1.202, -5.134], [2.620, 0.885, -3.901], [1.360, 2.098, -3.590], [-1.121, -0.152, -4.601], [-1.026, 1.367, -3.669], [-1.412, -0.174, -2.860], [0.941, -1.530, -4.925], [0.522, -2.132, -3.299], [2.164, -1.530, -3.625], [0.245, -0.180, 1.972], [0.235, -0.206, 3.225], [0.190, -0.122, 4.620], [-0.904, 0.525, 5.275], [-0.978, 0.590, 6.666], [0.060, 0.041, 7.457], [1.161, -0.568, 6.833], [1.234, -0.640, 5.437], [-1.684, 1.003, 4.669], [-1.830, 1.082, 7.157], [0.010, 0.123, 8.551], [1.971, -0.976, 7.441], [2.104, -1.073, 4.957]], "lowdin_spin": [0.919, 0.963, 0.887, 0.874, 0.089, 0.039, 0.028, 0.008, 0.002, 0.002, 0.002, 0.036, 0.001, 0.014, 0.040, 0.003, -0.004, 0.000, 0.000, 0.001, 0.000, 0.000, 0.000, 0.001, 0.000, 0.000, -0.008, 0.043, 0.033, 0.270, 0.242, -0.002, 0.201, 0.287, 0.009, 0.007, -0.003, 0.005, 0.010]}

=====

Record 6
{"formula": "C17H25N5O4Os", "method": "ωB97M-V/def2-TZVPD", "mol_weight_g_mol": 553.65, "e_above_lowest_kcal_mol": 0.00, "charge": 0, "homo_ha": [-0.2216, -0.2243], "e_tot_ev": -36142.11051, "orbital_gap_ev": [6.32, 6.33], "symbols": ["Os", "C", "C", "O", "C", "C", "C", "C", "C", "C", "O", "H", "H", "H", "H", "H", "H", "H", "N", "C", "O", "C", "C", "H", "H", "H", "H", "H", "H", "O", "C", "N", "C", "N", "C", "N", "C", "N", "C", "C", "H", "H", "H", "H", "H", "H", "H", "H", "H", "H", "H", "H"], "coordinates": [[-0.036, 0.965, -0.006], [-3.339, 2.765, 2.159], [-2.560, 1.709, 1.416], [-1.399, 2.038, 1.116], [-3.165, 0.420, 1.131], [-4.461, 0.176, 1.647], [-5.122, -1.008, 1.466], [-4.490, -2.025, 0.736], [-3.241, -1.831, 0.215], [-2.534, -0.614, 0.381], [-1.364, -0.558, -0.193], [-2.722, 3.657, 2.223], [-3.596, 2.429, 3.165], [-4.267, 3.006, 1.640], [-4.952, 0.956, 2.212], [-6.110, -1.154, 1.879], [-4.993, -2.972, 0.579], [-2.743, -2.605, -0.354], [0.966, -0.145, 4.065], [0.807, 0.374, 2.835], [0.300, -0.294, 1.929], [1.239, 1.785, 2.565], [1.530, 1.910, 1.071], [0.640, -1.079, 4.250], [1.391, 0.387, 4.802], [2.077, 2.061, 3.214], [0.392, 2.422, 2.840], [2.525, 1.493, 0.880], [1.564, 2.963, 0.787], [-0.241, 2.076, -1.363], [1.979, -1.227, -0.598], [1.291, -0.111, -1.299], [0.511, -0.703, -2.437], [1.366, -1.450, -3.344], [2.031, -2.512, -2.590], [2.844, -1.979, -1.492], [3.834, -1.061, -2.064], [3.206, 0.031, -2.808], [2.337, 0.771, -1.908], [2.389, -0.549, -3.876], [1.212, -1.878, -0.176], [2.567, -0.802, 0.216], [0.028, 0.126, -2.951], [-0.246, -1.357, -2.011], [2.676, -3.078, -3.263], [1.275, -3.183, -2.177], [4.487, -1.621, -2.736], [4.437, -0.641, -1.257], [1.813, 1.569, -2.429], [2.931, 1.198, -1.102], [3.036, -1.106, -4.556], [1.902, 0.256, -4.428]], "mulliken_charge": [1.971, -1.859, 1.489, -0.686, 0.361, -0.915, -0.931, -0.430, -0.719, 0.512, -0.545, 0.339, 0.414, 0.470, 0.354, 0.384, 0.410, 0.412, -0.438, 0.696, -0.686, -0.754, -1.349, 0.244, 0.196, 0.513, 0.232, 0.368, 0.434, -0.796, -0.522, 0.737, -0.659, 0.049, -0.722, 0.060, -0.750, 0.029, -0.513, -0.633, 0.125, 0.225, 0.103, 0.374, 0.335, 0.339, 0.326, 0.342, 0.136, 0.235, 0.342, 0.353]}

=====

Record 7
{"formula": "CH4N4O", "method": "ωB97M-V/def2-TZVPD", "mol_weight_g_mol": 88.07, "e_above_lowest_kcal_mol": 8.00, "charge": 0, "homo_ha": -0.3444, "e_tot_ev": -9107.84331, "orbital_gap_ev": 9.74, "symbols": ["C", "N", "N", "N", "N", "O", "H", "H", "H", "H"], "coordinates": [[-0.879, 0.411, -0.162], [2.658, 0.037, -0.525], [2.030, 0.253, 0.352], [-0.278, -1.825, 0.364], [-0.327, -0.661, 0.660], [-0.454, 1.657, 0.394], [-0.299, 0.494, -1.154], [-1.931, 0.405, -0.461], [-0.730, -2.164, -0.591], [0.210, 1.394, 1.124]], "mulliken_charge": [-0.259, -0.198, 0.179, -0.415, 0.001, -0.514, 0.254, 0.367, 0.210, 0.374]}